[1]
93
Properties=species:S:1:pos:R:3:lowdin_charge:R:1 method="wB97M-V/def2-TZVPD" max_force_ev_per_a=0.27 charge=-2 relative_energy_ev=3.319 homo_lumo_gap_ha=0.14409 mol_weight_g_mol=1224.5
Pb 0.763 0.730 1.122 1.18
O 1.374 2.890 -2.623 -0.01
C 1.567 2.213 -1.403 -0.52
O 0.660 1.307 -1.104 -0.25
C 2.646 2.512 -0.652 -0.22
C 3.653 3.521 -0.937 -0.05
C 4.717 3.675 -0.127 -0.13
C 4.878 2.843 1.048 -0.10
C 3.856 1.950 1.308 -0.28
N 2.792 1.760 0.551 0.00
C 3.895 1.060 2.515 -0.46
O 5.132 0.846 3.029 0.08
O 2.935 0.526 3.007 0.05
H 0.532 3.367 -2.530 0.06
H 3.522 4.138 -1.815 0.09
H 5.457 4.436 -0.352 0.08
H 5.636 3.070 1.787 0.07
H 5.756 1.259 2.412 0.08
O -3.851 -4.768 -0.681 0.05
C -2.933 -3.943 -0.100 -0.33
C -1.897 -3.366 -0.819 -0.01
C -1.018 -2.540 -0.144 -0.13
N -1.131 -2.253 1.154 0.06
C -2.142 -2.787 1.796 -0.75
Br -2.345 -2.286 3.618 0.71
C -3.069 -3.659 1.249 -0.07
H -3.658 -4.821 -1.623 0.10
H -1.783 -3.515 -1.887 0.11
H -0.202 -2.068 -0.672 0.08
H -3.886 -4.062 1.829 0.11
N -0.274 0.757 -3.957 0.17
C 0.113 -0.398 -3.345 -0.68
O -0.656 -1.297 -3.050 0.00
C 1.605 -0.514 -3.115 -0.53
I 2.463 -1.670 -4.723 0.72
H -1.259 0.956 -3.837 0.10
H 0.315 1.555 -3.728 0.07
H 1.806 -1.056 -2.196 0.02
H 2.122 0.438 -3.114 0.04
C -0.432 1.977 2.304 -0.52
Ge -1.969 2.386 1.260 0.67
C -2.857 3.802 2.334 -0.28
C -3.963 4.506 1.858 -0.12
C -4.563 5.508 2.613 -0.12
C -4.057 5.826 3.867 -0.13
C -2.952 5.139 4.355 -0.11
C -2.362 4.135 3.594 -0.11
C -3.404 1.061 0.854 -0.26
C -3.195 0.134 -0.172 -0.13
C -4.159 -0.808 -0.505 -0.10
C -5.349 -0.869 0.210 -0.12
C -5.565 0.026 1.249 -0.11
C -4.604 0.985 1.557 -0.11
C -1.798 3.354 -0.499 -0.26
C -0.947 4.462 -0.503 -0.11
C -0.751 5.229 -1.645 -0.11
C -1.404 4.896 -2.829 -0.13
C -2.256 3.798 -2.846 -0.12
C -2.450 3.043 -1.692 -0.11
H -4.359 4.274 0.873 0.10
H -5.423 6.042 2.222 0.09
H -4.518 6.609 4.460 0.08
H -2.548 5.385 5.330 0.09
H -1.498 3.592 3.966 0.07
H -2.263 0.143 -0.733 0.10
H -3.970 -1.500 -1.318 0.10
H -6.098 -1.614 -0.036 0.09
H -6.486 -0.018 1.821 0.09
H -4.795 1.686 2.363 0.09
H -0.405 4.711 0.405 0.10
H -0.071 6.073 -1.618 0.10
H -1.247 5.483 -3.726 0.09
H -2.778 3.532 -3.760 0.09
H -3.131 2.200 -1.730 0.08
C 3.225 -8.078 0.543 -0.05
C 4.480 -8.488 -0.182 -0.76
O 4.840 -9.640 -0.284 -0.03
S 5.472 -7.241 -0.960 1.01
C 4.614 -5.721 -0.632 -0.58
C 4.938 -4.962 0.489 -0.11
C 4.256 -3.789 0.758 -0.02
C 3.235 -3.343 -0.094 -0.23
C 2.935 -4.105 -1.230 -0.03
C 3.621 -5.277 -1.498 -0.10
C 2.520 -2.146 0.201 -0.13
C 1.913 -1.139 0.509 -0.10
H 2.908 -8.914 1.163 0.08
H 2.449 -7.861 -0.194 0.09
H 3.359 -7.175 1.135 0.07
H 5.724 -5.299 1.154 0.10
H 4.498 -3.199 1.632 0.12
H 2.162 -3.761 -1.906 0.10
H 3.380 -5.857 -2.380 0.11

---

[2]
93
Properties=species:S:1:pos:R:3:mulliken_spin:R:1 method="wB97M-V/def2-TZVPD" multiplicity=4 max_force_ev_per_a=1.08 charge=-2 homo_lumo_gap_ha="0.17523 / 0.17452" mol_weight_g_mol=864.1 s_squared=3.925
Cr -0.430 0.153 -0.227 3.06
C 3.196 4.795 -3.358 0.00
C 3.924 3.681 -3.820 0.00
C 3.523 2.392 -3.534 0.00
C 2.376 2.228 -2.756 0.00
C 1.668 1.062 -2.283 0.04
N 0.614 1.458 -1.503 -0.02
C 0.532 2.803 -1.559 -0.02
N -0.455 3.595 -1.113 0.01
C -1.519 3.122 -0.542 -0.01
C -2.670 3.969 -0.214 0.00
C -2.911 5.326 -0.368 0.00
C -4.152 5.801 0.029 0.00
C -5.125 4.944 0.554 0.00
C -4.881 3.586 0.695 0.00
C -3.636 3.120 0.306 -0.01
C -3.052 1.773 0.290 0.04
N -3.765 0.727 0.675 0.01
C -3.354 -0.504 0.446 0.01
N -2.233 -0.910 -0.186 0.06
C -2.341 -2.248 -0.438 0.02
N -1.599 -2.977 -1.220 0.00
C -0.532 -2.459 -1.845 0.03
N 0.059 -1.272 -1.663 -0.05
C 1.141 -1.185 -2.521 0.06
N 1.915 -0.156 -2.746 -0.01
C 1.250 -2.426 -3.267 0.00
C 2.143 -2.870 -4.237 0.00
C 1.940 -4.131 -4.766 0.00
C 0.867 -4.935 -4.346 0.00
C -0.024 -4.490 -3.388 0.00
C 0.184 -3.222 -2.857 -0.01
C -3.570 -2.763 0.187 -0.01
C -4.104 -4.033 0.277 0.00
C -5.297 -4.168 0.976 0.00
C -5.935 -3.063 1.543 0.00
C -5.401 -1.787 1.426 0.00
C -4.205 -1.665 0.745 -0.01
N -1.793 1.824 -0.176 -0.01
C 1.649 3.334 -2.305 -0.01
C 2.051 4.635 -2.604 0.00
H 3.546 5.791 -3.600 0.00
H 4.821 3.845 -4.406 0.00
H 4.077 1.532 -3.885 0.00
H -2.150 5.978 -0.775 0.00
H -4.374 6.858 -0.063 0.00
H -6.082 5.352 0.857 0.00
H -5.619 2.908 1.102 0.00
H 2.969 -2.246 -4.554 0.00
H 2.622 -4.514 -5.515 0.00
H 0.742 -5.920 -4.780 0.00
H -0.850 -5.100 -3.046 0.00
H -3.593 -4.882 -0.156 0.00
H -5.735 -5.152 1.099 0.00
H -6.856 -3.210 2.094 0.00
H -5.880 -0.922 1.866 0.00
H 1.483 5.483 -2.246 0.00
S -0.901 0.512 2.292 -0.06
C -1.071 -0.960 3.207 0.02
S -1.175 -2.494 2.491 0.01
C -1.191 -0.804 4.599 0.00
C -1.418 -1.910 5.462 0.00
N -1.584 -2.769 6.217 0.00
C -1.156 0.460 5.245 0.00
N -1.151 1.467 5.812 0.00
C 2.423 -2.542 2.877 0.00
Si 2.291 -1.977 1.088 0.04
C 1.605 -3.468 0.169 0.01
C 4.115 -1.968 0.510 -0.01
C 1.603 -0.292 0.629 -0.24
Si 2.271 1.134 1.652 -0.01
C 2.340 0.998 3.530 0.00
C 4.086 1.396 1.118 -0.01
C 1.530 2.853 1.376 0.05
H 3.061 -3.433 2.850 0.00
H 1.457 -2.817 3.299 0.00
H 2.901 -1.826 3.543 0.00
H 2.140 -4.343 0.554 0.00
H 1.807 -3.418 -0.902 0.00
H 0.543 -3.619 0.339 0.00
H 4.449 -2.999 0.355 0.00
H 4.773 -1.516 1.256 0.00
H 4.256 -1.425 -0.428 0.00
H 2.155 -0.177 -0.317 0.03
H 2.540 0.009 3.930 0.00
H 1.406 1.344 3.970 0.00
H 3.142 1.666 3.868 0.00
H 4.760 0.694 1.615 0.00
H 4.400 2.409 1.387 0.00
H 4.221 1.278 0.040 0.00
H 0.443 2.877 1.331 -0.01
H 1.941 3.345 0.492 0.00
H 1.821 3.447 2.248 0.00

---

[3]
86
Properties=species:S:1:pos:R:3:lowdin_charge:R:1 method="wB97M-V/def2-TZVPD" max_force_ev_per_a=0.13 charge=+2 relative_energy_ev=0.028 homo_lumo_gap_ha=0.22754 mol_weight_g_mol=726.8
V -0.750 -0.242 0.251 1.15
O -0.362 1.383 -0.004 -0.17
C 0.359 2.385 0.813 -0.33
C 1.050 1.559 1.908 -0.04
C 1.936 0.503 1.310 -0.21
C 3.300 0.526 1.514 0.03
C 4.090 -0.446 0.923 0.02
C 3.489 -1.411 0.138 0.02
C 2.115 -1.402 -0.041 -0.19
C 1.483 -2.489 -0.879 -0.02
C 0.366 -2.025 -1.814 -0.33
O -0.608 -1.493 -0.839 -0.19
C 0.737 -0.905 -2.760 -0.19
C -0.268 -0.085 -3.266 -0.03
C 0.033 0.911 -4.181 -0.04
C 1.340 1.082 -4.618 -0.06
C 2.343 0.258 -4.128 -0.06
C 2.045 -0.727 -3.196 -0.02
C -0.322 -3.197 -2.490 -0.15
C -0.198 -3.392 -3.861 0.00
C -0.791 -4.494 -4.462 -0.05
C -1.521 -5.394 -3.701 -0.05
C -1.651 -5.199 -2.333 -0.05
C -1.049 -4.108 -1.725 -0.03
N 1.354 -0.457 0.550 0.11
C -0.726 3.321 1.311 -0.18
C -1.272 3.229 2.587 -0.02
C -2.334 4.047 2.953 -0.05
C -2.862 4.953 2.046 -0.06
C -2.319 5.049 0.770 -0.05
C -1.255 4.241 0.406 -0.02
C 1.403 3.065 -0.049 -0.18
C 2.027 4.197 0.473 -0.02
C 3.059 4.808 -0.219 -0.05
C 3.473 4.296 -1.442 -0.06
C 2.849 3.175 -1.965 -0.05
C 1.817 2.554 -1.271 -0.01
H 0.302 1.091 2.550 0.09
H 1.645 2.229 2.525 0.15
H 3.733 1.308 2.121 0.14
H 5.162 -0.445 1.065 0.13
H 4.078 -2.179 -0.344 0.13
H 1.062 -3.256 -0.224 0.15
H 2.258 -2.983 -1.464 0.14
H -1.298 -0.244 -2.965 0.12
H -0.755 1.542 -4.571 0.12
H 1.572 1.848 -5.345 0.12
H 3.361 0.373 -4.475 0.12
H 2.842 -1.367 -2.840 0.12
H 0.362 -2.694 -4.469 0.12
H -0.683 -4.642 -5.528 0.12
H -1.989 -6.248 -4.172 0.12
H -2.219 -5.901 -1.737 0.11
H -1.158 -3.966 -0.656 0.10
H -0.877 2.541 3.322 0.11
H -2.741 3.980 3.953 0.12
H -3.685 5.592 2.335 0.12
H -2.717 5.765 0.063 0.12
H -0.825 4.327 -0.584 0.13
H 1.697 4.612 1.419 0.13
H 3.533 5.689 0.192 0.12
H 4.274 4.775 -1.988 0.12
H 3.160 2.779 -2.922 0.10
H 1.334 1.685 -1.700 0.09
S -5.084 -0.385 -1.040 1.16
C -4.718 1.166 -0.418 -0.32
C -3.420 1.232 -0.049 -0.16
N -2.729 0.055 -0.263 -0.12
C -3.501 -0.881 -0.782 -0.42
H -5.463 1.942 -0.361 0.09
H -2.911 2.089 0.368 0.11
H -3.142 -1.876 -1.006 0.09
O -2.162 -2.699 1.433 0.15
C -1.535 -2.082 2.233 -0.39
O -1.084 -0.767 1.852 -0.14
C -1.132 -2.447 3.586 -0.15
C -0.381 -1.599 4.401 -0.01
C -0.036 -2.010 5.675 -0.05
C -0.442 -3.257 6.135 -0.03
C -1.191 -4.102 5.325 -0.04
C -1.539 -3.701 4.050 0.01
H -0.076 -0.626 4.043 0.10
H 0.543 -1.359 6.316 0.12
H -0.174 -3.572 7.135 0.12
H -1.505 -5.069 5.693 0.12
H -2.127 -4.342 3.406 0.13

---

[4]
91
Properties=species:S:1:pos:R:3:lowdin_charge:R:1 method="wB97M-V/def2-TZVPD" max_force_ev_per_a=0.89 charge=-1 relative_energy_ev=0.989 homo_lumo_gap_ha=0.28588 mol_weight_g_mol=1040.9
Pt -0.278 0.509 0.098 0.67
C -0.665 1.660 3.515 -0.17
Si 0.057 0.369 2.330 0.44
C 1.894 0.641 2.761 -0.29
C 2.426 0.823 4.039 -0.10
C 3.741 1.229 4.212 -0.09
C 4.551 1.478 3.109 -0.08
C 4.050 1.293 1.830 -0.06
C 2.736 0.870 1.665 -0.37
P 2.014 0.406 0.062 0.94
C 2.895 1.455 -1.148 -0.33
C 2.357 2.722 -1.365 -0.09
C 3.000 3.622 -2.202 -0.07
C 4.182 3.262 -2.836 -0.09
C 4.713 1.994 -2.635 -0.09
C 4.074 1.094 -1.795 -0.09
C 2.729 -1.258 -0.163 -0.32
C 2.934 -1.778 -1.438 -0.11
C 3.439 -3.057 -1.600 -0.07
C 3.732 -3.843 -0.495 -0.09
C 3.535 -3.333 0.780 -0.08
C 3.043 -2.045 0.945 -0.07
C -0.598 -1.358 2.745 -0.28
C 0.010 -2.279 3.587 -0.09
C -0.374 -3.617 3.579 -0.09
C -1.368 -4.039 2.715 -0.08
C -2.020 -3.126 1.891 -0.08
C -1.663 -1.784 1.922 -0.35
P -2.318 -0.467 0.835 0.98
C -3.281 0.667 1.897 -0.38
C -3.999 0.256 3.012 -0.09
C -4.761 1.173 3.721 -0.09
C -4.823 2.497 3.306 -0.09
C -4.120 2.904 2.179 -0.08
C -3.344 1.994 1.476 -0.10
C -3.803 -1.064 -0.045 -0.31
C -4.674 -1.975 0.557 -0.11
C -5.898 -2.267 -0.023 -0.09
C -6.281 -1.624 -1.193 -0.09
C -5.445 -0.675 -1.759 -0.06
C -4.212 -0.387 -1.187 -0.08
H -0.309 1.326 4.499 0.02
H -1.742 1.741 3.586 0.00
H -0.232 2.645 3.331 0.04
H 1.808 0.666 4.918 0.10
H 4.135 1.374 5.211 0.10
H 5.571 1.814 3.250 0.10
H 4.675 1.470 0.962 0.11
H 1.394 2.975 -0.930 0.08
H 2.555 4.592 -2.382 0.11
H 4.677 3.960 -3.499 0.10
H 5.623 1.699 -3.142 0.10
H 4.497 0.108 -1.653 0.10
H 2.696 -1.184 -2.307 0.08
H 3.579 -3.448 -2.601 0.11
H 4.111 -4.849 -0.627 0.10
H 3.759 -3.935 1.652 0.10
H 2.897 -1.666 1.948 0.10
H 0.834 -1.966 4.220 0.10
H 0.136 -4.332 4.214 0.10
H -1.631 -5.088 2.658 0.10
H -2.767 -3.485 1.198 0.09
H -3.944 -0.777 3.341 0.11
H -5.308 0.855 4.601 0.10
H -5.418 3.211 3.862 0.10
H -4.162 3.936 1.853 0.10
H -2.764 2.312 0.613 0.10
H -4.424 -2.446 1.498 0.08
H -6.555 -2.986 0.450 0.10
H -7.236 -1.852 -1.651 0.10
H -5.738 -0.153 -2.661 0.11
H -3.577 0.359 -1.640 0.07
O -2.663 1.765 -3.203 -0.28
As -0.984 2.298 -2.986 0.87
O -0.870 3.699 -3.820 -0.50
O -0.616 2.309 -1.336 -0.62
C 0.245 1.042 -3.862 -0.21
C 1.189 1.750 -4.621 -0.11
C 2.215 1.111 -5.289 -0.09
C 2.311 -0.277 -5.242 -0.09
C 1.382 -0.991 -4.512 -0.09
C 0.368 -0.341 -3.802 -0.25
S -0.677 -1.429 -2.832 0.43
O -1.860 -0.649 -2.527 -0.38
O -0.877 -2.599 -3.660 -0.33
O 0.103 -1.705 -1.610 -0.39
H -3.110 2.552 -3.551 0.04
H 1.082 2.826 -4.689 0.09
H 2.928 1.697 -5.857 0.10
H 3.097 -0.799 -5.775 0.10
H 1.411 -2.074 -4.481 0.11

---

[5]
104
Properties=species:S:1:pos:R:3:lowdin_charge:R:1 method="wB97M-V/def2-TZVPD" max_force_ev_per_a=1.22 charge=-1 homo_lumo_gap_ha=0.32987 mol_weight_g_mol=1125.3
O 0.082 2.186 -3.309 0.14
C -0.121 1.699 -2.236 -0.36
O -1.200 1.862 -1.478 0.25
B -0.925 1.338 -0.142 -0.89
O 0.410 0.688 -0.211 0.22
C 0.901 0.882 -1.424 -0.39
O 1.962 0.507 -1.832 0.14
O -1.905 0.365 0.372 0.24
C -2.564 0.891 1.392 -0.37
O -3.467 0.368 1.979 0.14
C -1.847 2.215 1.765 -0.38
O -0.918 2.416 0.858 0.20
O -2.061 2.894 2.732 0.12
C 0.610 4.833 3.083 -1.64
Br 2.458 4.428 3.552 0.55
Br 0.431 5.456 1.305 0.64
Br -0.095 6.097 4.355 0.59
H 0.099 3.891 3.222 -0.06
C 2.574 -2.987 2.281 -0.07
C 3.789 -3.496 2.759 -0.06
C 4.887 -2.657 2.860 -0.01
C 4.770 -1.328 2.500 -0.16
C 3.587 -0.831 1.987 0.01
C 2.461 -1.642 1.975 -0.06
N 5.952 -0.471 2.557 -0.36
O 5.776 0.730 2.666 0.08
O 7.036 -1.014 2.583 0.07
H 1.820 -3.734 2.064 0.10
H 3.845 -4.554 2.970 0.10
H 5.765 -3.025 3.374 0.12
H 3.560 0.204 1.673 0.13
H 1.537 -1.224 1.592 0.10
C -0.459 3.784 -6.113 -0.07
C -1.146 2.716 -6.655 -0.05
C -2.296 2.965 -7.392 0.00
C -2.672 4.275 -7.638 -0.16
C -2.000 5.348 -7.089 -0.01
C -0.910 5.091 -6.275 -0.06
N -3.860 4.534 -8.456 -0.36
O -4.329 3.607 -9.083 0.07
O -4.302 5.668 -8.477 0.07
H 0.491 3.614 -5.623 0.10
H -0.784 1.700 -6.600 0.11
H -2.888 2.207 -7.887 0.12
H -2.343 6.361 -7.237 0.12
H -0.396 5.865 -5.723 0.11
C -0.838 2.049 5.378 -0.08
C -1.393 3.174 5.970 -0.07
C -0.765 3.707 7.089 -0.02
C 0.382 3.114 7.571 -0.16
C 0.967 2.040 6.937 -0.01
C 0.366 1.507 5.812 -0.06
N 0.978 3.615 8.808 -0.35
O 0.354 4.444 9.438 0.07
O 2.087 3.213 9.106 0.07
H -1.309 1.619 4.501 0.08
H -2.315 3.601 5.606 0.11
H -1.167 4.604 7.538 0.12
H 1.853 1.607 7.380 0.12
H 0.802 0.658 5.306 0.10
N 4.918 0.622 -6.088 0.05
C 4.550 -0.518 -6.666 -0.17
C 3.265 -1.061 -6.652 -0.09
C 2.308 -0.382 -5.925 -0.09
C 2.662 0.782 -5.258 -0.07
C 3.963 1.250 -5.391 -0.14
H 5.318 -1.016 -7.255 0.10
H 3.071 -1.924 -7.272 0.10
H 1.270 -0.677 -5.807 0.11
H 2.028 1.263 -4.523 0.08
H 4.270 2.149 -4.867 0.10
N 1.115 -4.979 -2.378 0.04
C 1.089 -3.973 -1.508 -0.16
C 1.593 -2.711 -1.784 -0.06
C 2.303 -2.537 -2.965 -0.07
C 2.431 -3.609 -3.831 -0.07
C 1.839 -4.815 -3.472 -0.17
H 0.592 -4.208 -0.571 0.10
H 1.581 -1.953 -1.012 0.08
H 2.644 -1.531 -3.182 0.09
H 2.875 -3.473 -4.809 0.09
H 1.831 -5.645 -4.172 0.10
N -6.496 -2.668 1.000 0.06
C -7.289 -3.597 0.460 -0.17
C -6.808 -4.712 -0.198 -0.08
C -5.441 -4.777 -0.462 -0.09
C -4.616 -3.802 0.032 -0.07
C -5.191 -2.774 0.770 -0.14
H -8.343 -3.431 0.661 0.10
H -7.474 -5.451 -0.625 0.09
H -5.083 -5.642 -1.009 0.10
H -3.540 -3.906 0.080 0.10
H -4.565 -2.014 1.226 0.09
N -2.502 -3.651 3.826 0.06
C -1.594 -4.325 4.528 -0.16
C -0.492 -3.722 5.114 -0.08
C -0.348 -2.353 4.994 -0.08
C -1.292 -1.637 4.268 -0.05
C -2.365 -2.330 3.730 -0.13
H -1.704 -5.405 4.503 0.10
H 0.194 -4.289 5.731 0.10
H 0.446 -1.825 5.509 0.10
H -1.296 -0.557 4.208 0.08
H -3.041 -1.860 3.024 0.08